Record 1
114
Properties=species:S:1:pos:R:3:lowdin_charge:R:1 method="wB97M-V/def2-TZVPD" orbital_gap_ev=9.68 e_homo_ev=-12.0397 charge=+1 energy_ha=-3087.3206 e_lumo_ev=-2.360
C -2.027 3.387 4.004 -0.095
C -1.150 2.169 4.322 -0.229
C 0.363 2.429 4.132 -0.158
C 0.944 1.643 2.968 -0.131
N 0.516 2.183 1.642 -0.074
C 0.870 3.624 1.384 -0.093
C 2.353 3.957 1.562 -0.152
C 3.168 4.076 0.261 -0.167
C 3.960 2.796 -0.091 -0.168
C 5.416 2.879 0.322 -0.232
O 5.462 3.353 1.655 -0.170
C 6.793 3.361 2.155 -0.273
C 6.819 3.906 3.576 -0.052
C 0.935 1.263 0.516 -0.066
C -0.328 0.523 0.097 -0.279
O -0.095 -0.375 -0.946 -0.188
Si -1.024 -1.804 -0.863 0.450
C -1.398 -2.364 -2.600 -0.151
C -2.671 -1.569 0.006 -0.138
C -0.015 -3.153 -0.056 -0.146
H -2.208 3.458 2.929 0.066
H -2.998 3.317 4.486 0.078
H -1.552 4.311 4.332 0.076
H -1.464 1.361 3.652 0.100
H -1.349 1.795 5.324 0.111
H 0.512 3.499 3.988 0.102
H 0.914 2.142 5.025 0.126
H 0.554 0.625 3.014 0.134
H 2.026 1.561 3.015 0.124
H -0.506 2.145 1.656 0.152
H 0.225 4.244 1.999 0.120
H 0.586 3.810 0.348 0.133
H 2.869 3.260 2.217 0.102
H 2.389 4.918 2.075 0.125
H 3.902 4.858 0.449 0.113
H 2.546 4.400 -0.572 0.112
H 3.879 2.564 -1.153 0.121
H 3.521 1.942 0.434 0.080
H 5.871 1.883 0.291 0.120
H 5.966 3.554 -0.343 0.133
H 7.203 2.347 2.134 0.112
H 7.423 3.958 1.494 0.096
H 7.517 3.319 4.170 0.076
H 5.835 3.802 4.029 0.074
H 7.142 4.943 3.611 0.073
H 1.384 1.829 -0.291 0.132
H 1.621 0.543 0.946 0.099
H -0.701 0.020 1.002 0.118
H -1.077 1.269 -0.214 0.122
H -2.053 -3.230 -2.515 0.007
H -1.993 -1.586 -3.084 0.038
H -0.516 -2.575 -3.197 0.024
H -2.630 -2.100 0.961 0.038
H -2.945 -0.539 0.236 0.026
H -3.470 -2.040 -0.565 0.031
H -0.030 -3.136 1.033 0.031
H -0.393 -4.109 -0.417 0.039
H 1.015 -3.049 -0.400 0.023
C 4.715 -0.874 2.031 0.067
N 3.317 -1.344 1.819 -0.442
O 2.664 -1.651 2.793 0.073
O 2.914 -1.380 0.673 0.054
H 4.925 -0.896 3.094 0.101
H 5.369 -1.545 1.482 0.110
H 4.783 0.134 1.630 0.079
C -1.413 2.176 -3.387 0.056
N -2.590 3.061 -3.184 -0.442
O -2.999 3.197 -2.042 0.037
O -3.065 3.595 -4.156 0.092
H -1.123 1.778 -2.422 0.066
H -1.704 1.377 -4.062 0.102
H -0.622 2.779 -3.824 0.107
C -5.390 -5.943 -2.728 0.054
N -4.500 -4.773 -2.507 -0.442
O -4.538 -3.861 -3.304 0.069
O -3.784 -4.801 -1.524 0.046
H -5.955 -5.769 -3.636 0.100
H -4.757 -6.820 -2.816 0.107
H -6.044 -6.043 -1.863 0.067
C 2.032 -1.515 -5.865 0.052
N 0.857 -0.626 -5.658 -0.444
O 0.434 -0.494 -4.526 0.042
O 0.394 -0.090 -6.638 0.080
H 2.329 -1.918 -4.905 0.093
H 1.726 -2.300 -6.550 0.104
H 2.819 -0.911 -6.307 0.102
C 10.393 4.766 -0.155 0.052
N 10.261 3.284 -0.216 -0.448
O 9.419 2.754 0.485 0.045
O 11.007 2.702 -0.966 0.084
H 9.668 5.148 0.554 0.086
H 11.409 4.986 0.159 0.104
H 10.214 5.148 -1.155 0.102
C -8.134 -6.700 1.329 0.047
N -8.127 -7.100 -0.103 -0.438
O -7.056 -7.394 -0.601 0.019
O -9.187 -7.120 -0.681 0.084
H -7.117 -6.743 1.699 0.096
H -8.542 -5.695 1.381 0.100
H -8.775 -7.402 1.853 0.103
C -6.356 -11.512 -0.388 0.051
N -6.040 -10.504 0.661 -0.447
O -4.901 -10.439 1.066 0.077
O -6.957 -9.806 1.037 0.044
H -5.448 -12.054 -0.623 0.094
H -7.120 -12.169 0.016 0.101
H -6.735 -10.970 -1.249 0.101
C -5.282 5.420 -1.792 0.023
N -6.455 6.307 -1.562 -0.458
O -6.848 6.439 -0.422 0.061
O -6.938 6.840 -2.536 0.070
H -4.968 5.023 -0.835 0.084
H -5.589 4.628 -2.466 0.095
H -4.502 6.020 -2.249 0.098

***

Record 2
100
Properties=species:S:1:pos:R:3:mulliken_spin:R:1 method="wB97M-V/def2-TZVPD" orbital_gap_ev="5.90 / 5.14" relative_energy_kcal_mol=30.0 e_homo_ev="-8.1087 / -8.1090" multiplicity=2 charge=0 energy_ha=-5577.4049 s2=0.77 e_lumo_ev="-2.213 / -2.972"
Pd 1.246 0.052 0.762 -0.004
C 2.464 2.943 1.470 0.000
Si 0.870 2.779 2.402 0.000
C 1.215 3.152 4.205 0.000
C -0.434 3.931 1.736 0.001
N 0.284 1.057 2.231 0.001
C -0.457 0.469 3.105 0.006
C -1.236 1.225 4.073 0.003
C -1.949 0.623 5.032 -0.002
C -1.943 -0.818 5.178 0.002
C -1.262 -1.591 4.325 -0.004
C -0.519 -1.043 3.184 -0.004
N 0.096 -1.757 2.323 -0.002
Si 0.468 -3.494 2.468 -0.003
C 1.400 -3.768 4.067 0.000
C -1.110 -4.496 2.336 -0.001
C 1.608 -4.013 1.077 0.004
H 2.780 3.988 1.566 0.000
H 2.341 2.728 0.408 -0.001
H 3.247 2.297 1.869 0.000
H 1.942 3.970 4.203 0.000
H 1.675 2.316 4.736 0.000
H 0.350 3.491 4.774 0.000
H -0.092 4.957 1.901 0.000
H -1.409 3.821 2.213 0.000
H -0.563 3.807 0.659 0.000
H -1.289 2.299 3.949 -0.001
H -2.561 1.213 5.702 0.000
H -2.519 -1.262 5.980 0.000
H -1.298 -2.666 4.417 0.000
H 0.896 -3.395 4.958 0.000
H 2.369 -3.269 3.991 0.000
H 1.586 -4.836 4.205 0.000
H -1.878 -4.230 3.062 0.000
H -0.870 -5.553 2.475 0.000
H -1.546 -4.404 1.337 0.001
H 2.238 -3.187 0.744 -0.002
H 1.074 -4.447 0.229 0.000
H 2.277 -4.789 1.457 0.000
S 3.226 -0.631 2.123 0.000
C 3.747 -0.842 0.477 -0.001
C 5.068 -1.065 0.071 0.001
C 5.347 -1.230 -1.265 0.000
C 4.312 -1.163 -2.199 0.001
C 3.040 -0.913 -1.744 -0.002
N 2.753 -0.760 -0.444 -0.002
H 5.839 -1.101 0.827 0.000
H 6.365 -1.405 -1.589 0.000
H 4.488 -1.291 -3.258 0.000
H 2.208 -0.834 -2.429 0.001
C -0.377 0.024 -2.678 0.007
Ge -0.167 1.063 -0.984 -0.011
C -2.116 1.287 -0.598 0.002
C -3.021 1.284 -1.668 0.002
C -4.389 1.409 -1.467 0.000
C -4.899 1.536 -0.182 0.000
C -4.026 1.536 0.893 0.000
C -2.657 1.414 0.680 0.002
C 0.734 2.706 -1.663 0.009
C 2.083 2.511 -1.846 -0.006
C 2.929 3.490 -2.409 0.003
C 2.410 4.689 -2.794 -0.005
C 1.028 4.954 -2.629 0.004
C 0.488 6.204 -3.021 -0.003
C -0.840 6.478 -2.870 0.001
C -1.691 5.504 -2.311 -0.002
C -1.198 4.291 -1.922 0.002
C 0.177 3.964 -2.063 0.004
H -0.605 0.742 -3.469 0.001
H -1.221 -0.662 -2.591 0.002
H 0.485 -0.546 -3.020 -0.003
H -2.662 1.198 -2.685 0.000
H -5.056 1.410 -2.320 0.000
H -5.965 1.633 -0.023 0.000
H -4.406 1.634 1.904 0.000
H -2.003 1.433 1.535 0.001
H 2.539 1.575 -1.531 -0.001
H 3.985 3.281 -2.526 0.001
H 3.038 5.456 -3.230 0.000
H 1.158 6.940 -3.448 0.000
H -1.239 7.436 -3.177 0.000
H -2.745 5.716 -2.187 0.000
H -1.872 3.569 -1.493 -0.001
N -0.297 -2.433 -0.714 0.329
C -0.790 -3.236 -1.646 0.140
C 0.098 -3.945 -2.510 0.129
C -0.410 -4.754 -3.476 0.018
C -1.810 -4.871 -3.633 0.232
C -2.695 -4.172 -2.779 0.023
C -2.203 -3.361 -1.806 0.123
S -2.479 -6.002 -4.836 -0.028
O -2.634 -7.127 -3.917 0.121
O -1.444 -6.155 -5.829 0.006
O -3.714 -5.397 -5.274 0.012
H 0.695 -2.363 -0.532 -0.060
H -0.876 -1.985 -0.018 -0.055
H 1.166 -3.823 -2.372 0.003
H 0.222 -5.312 -4.154 0.001
H -3.757 -4.293 -2.941 0.000
H -2.856 -2.795 -1.152 0.005

***

Record 3
138
Properties=species:S:1:pos:R:3:lowdin_charge:R:1 method="wB97M-V/def2-TZVPD" orbital_gap_ev=6.06 e_homo_ev=-6.5640 charge=0 energy_ha=-5530.0149 e_lumo_ev=-0.508
N 0.414 -1.774 3.526 0.266
H 1.323 -1.767 3.061 0.055
H -0.182 -1.042 3.094 0.059
H 0.525 -1.538 4.507 0.110
H -0.013 -2.744 3.444 0.051
C 0.240 -3.246 -5.567 -0.080
C -0.991 -2.626 -4.908 -0.232
C -1.139 -3.167 -3.518 -0.120
N -2.365 -2.675 -2.781 -0.221
C -2.377 -1.165 -2.653 0.020
C -2.486 -3.227 -1.356 -0.101
C -3.416 -4.419 -1.460 -0.158
C -4.403 -4.061 -2.531 -0.140
C -3.599 -3.173 -3.511 -0.081
H 0.220 -3.233 -6.654 0.082
H 0.422 -4.260 -5.204 0.082
H 1.149 -2.719 -5.263 0.063
H -1.825 -2.845 -5.582 0.114
H -0.929 -1.538 -4.956 0.082
H -0.324 -2.766 -2.905 0.138
H -1.060 -4.250 -3.441 0.146
H -2.375 -0.669 -3.618 0.104
H -1.439 -0.929 -2.152 0.081
H -3.198 -0.938 -1.984 0.092
H -2.955 -2.549 -0.643 0.109
H -1.482 -3.422 -0.984 0.132
H -3.830 -4.668 -0.487 0.113
H -2.779 -5.233 -1.825 0.123
H -5.274 -3.502 -2.184 0.121
H -4.801 -4.958 -3.005 0.119
H -4.221 -2.332 -3.803 0.132
H -3.352 -3.835 -4.335 0.124
C -0.658 1.750 -0.120 -0.664
F -1.659 1.898 -0.973 0.136
F 0.511 1.844 -0.709 0.132
F -0.714 2.657 0.841 0.136
S -0.832 0.020 0.747 0.523
O 0.238 -0.805 0.192 -0.328
O -0.680 0.322 2.170 -0.345
O -2.168 -0.469 0.418 -0.337
C -2.439 -3.431 2.116 -0.080
C -1.736 -4.643 2.784 -0.625
C -1.363 -5.717 1.751 -0.079
O -0.597 -4.271 3.477 -0.324
H -1.621 -2.976 1.541 0.050
H -2.802 -2.703 2.840 0.073
H -3.232 -3.704 1.411 0.047
H -2.446 -4.929 3.578 0.112
H -0.768 -5.342 0.907 0.051
H -2.234 -6.048 1.161 0.052
H -0.861 -6.545 2.242 0.068
O 2.136 -0.897 -3.537 -0.298
S 1.441 0.367 -3.771 0.635
O 0.189 0.665 -3.145 -0.276
O 2.448 1.666 -3.580 -0.290
C 3.690 1.670 -4.292 -0.258
C 4.634 2.615 -3.523 -0.047
C 1.184 0.549 -5.555 -0.093
H 3.575 2.076 -5.297 0.120
H 4.107 0.663 -4.231 0.119
H 4.396 2.530 -2.464 0.063
H 4.429 3.632 -3.856 0.078
H 5.694 2.412 -3.664 0.083
H 0.409 -0.158 -5.833 0.050
H 2.142 0.353 -6.029 0.068
H 0.914 1.591 -5.706 0.076
O 5.482 -0.247 4.015 -0.259
S 4.252 -0.058 4.730 0.639
O 4.179 0.887 5.825 -0.289
O 3.067 0.359 3.675 -0.264
C 3.296 1.611 3.026 -0.266
C 2.231 1.934 1.982 -0.043
C 3.491 -1.598 5.211 -0.110
H 4.257 1.581 2.503 0.106
H 3.352 2.436 3.735 0.101
H 2.064 0.999 1.439 0.050
H 2.459 2.719 1.269 0.089
H 1.312 2.146 2.529 0.060
H 3.541 -2.355 4.427 0.066
H 2.472 -1.512 5.574 0.062
H 4.100 -2.032 6.006 0.080
O 4.181 -4.180 1.047 -0.257
S 3.377 -3.012 0.880 0.650
O 2.678 -2.405 1.975 -0.291
O 4.371 -1.886 0.238 -0.234
C 3.781 -0.654 -0.135 -0.285
C 4.899 0.376 -0.129 -0.052
C 2.285 -3.246 -0.552 -0.097
H 3.067 -0.356 0.642 0.084
H 3.273 -0.624 -1.104 0.107
H 5.510 0.306 0.769 0.083
H 4.485 1.379 -0.258 0.070
H 5.556 0.230 -0.991 0.079
H 1.593 -4.079 -0.489 0.070
H 2.880 -3.222 -1.462 0.073
H 1.720 -2.308 -0.563 0.021
O -6.984 0.296 -1.343 -0.309
S -6.454 1.629 -1.096 0.621
O -7.327 2.743 -1.331 -0.283
O -5.932 1.790 0.447 -0.257
C -5.314 0.613 1.030 -0.259
C -5.804 0.435 2.474 -0.042
C -4.926 1.920 -2.031 -0.100
H -4.248 0.650 0.808 0.092
H -5.644 -0.293 0.512 0.099
H -5.146 0.976 3.153 0.072
H -5.696 -0.625 2.704 0.077
H -6.839 0.752 2.559 0.084
H -4.436 2.761 -1.554 0.073
H -5.234 2.075 -3.063 0.071
H -4.363 0.990 -2.044 0.036
O 1.881 5.414 6.163 -0.266
S 1.050 4.258 6.206 0.621
O -0.059 4.197 7.120 -0.286
O 0.519 3.947 4.671 -0.282
C -0.754 3.317 4.424 -0.237
C -0.870 1.930 5.038 -0.076
C 2.112 2.818 6.393 -0.124
H -0.809 3.143 3.349 0.101
H -1.460 4.076 4.763 0.122
H -0.661 1.936 6.107 0.061
H -0.158 1.232 4.592 0.057
H -1.867 1.546 4.820 0.086
H 1.603 1.868 6.487 0.065
H 2.756 3.019 7.250 0.080
H 2.794 2.901 5.553 0.031
C 2.221 5.616 -1.591 -0.083
C 1.883 6.890 -2.051 -0.091
C 1.034 7.014 -3.137 -0.095
C 0.447 5.884 -3.755 -0.082
C 0.815 4.625 -3.291 -0.086
C 1.826 4.517 -2.331 -0.108
H 2.795 5.480 -0.684 0.103
H 2.330 7.733 -1.542 0.102
H 0.697 7.977 -3.498 0.097
H -0.264 6.136 -4.528 0.096
H 0.404 3.743 -3.765 0.089
H 2.068 3.512 -2.013 0.074

***

Record 4
8
Properties=species:S:1:pos:R:3:lowdin_charge:R:1 method="wB97M-V/def2-TZVPD" orbital_gap_ev="7.40 / 7.75" relative_energy_kcal_mol=40.0 e_homo_ev="-8.0251 / -8.1399" charge=0 energy_ha=-908.1874 e_lumo_ev="-0.626 / -0.388"
N 2.301 -0.232 -0.716 -0.529
N -2.224 0.176 0.797 -0.441
S 1.573 0.121 0.671 0.462
S -1.405 0.316 -0.643 0.465
H 2.817 0.579 -1.107 0.040
H 1.996 -1.023 -1.275 0.033
H -2.580 0.791 1.478 0.031
H -2.479 -0.729 0.795 -0.062